C6H16AlOPtS | ωB97M-V with the def2-TZVPD basis set

Computed properties:
charge = +1
molecular weight = 358.3 g mol⁻¹
lowest unoccupied orbital energy = -7.5 eV
electronic energy = -29193.2541 eV
highest occupied orbital energy = -11.64 eV
orbital gap = 4.13 eV

Cartesian coordinates (Å):
Pt  0.68  -1.65  -0.63
S  -0.15  2.23  -1.64
Al  1.31  0.68  0.61
O  -0.69  -1.39  0.98
C  0.01  -0.45  1.82
C  -0.21  -2.76  1.11
C  3.17  -0.19  0.50
C  0.55  0.58  -1.34
C  -2.76  1.28  -1.67
C  -1.80  2.20  -0.83
H  1.38  2.20  1.12
H  -1.74  1.84  0.21
H  0.52  -0.91  2.68
H  0.58  -3.09  0.28
H  0.28  -2.96  2.07
H  -3.31  1.93  -2.35
H  3.77  0.31  -0.28
H  1.38  0.40  -2.04
H  -0.75  0.24  2.22
H  -2.12  3.24  -0.81
H  -0.27  -0.25  -1.45
H  -3.42  0.71  -1.02
H  -2.14  0.57  -2.22
H  -1.08  -3.41  1.07
H  3.73  -0.10  1.43
H  3.07  -1.25  0.18